(1)
Entry from the Open Molecules 2025 dataset: C41H45Cl2N9OS5SeTi as an isolated structure (ωB97M-V/def2-TZVPD).

Cartesian coordinates (Å):
Ti  0.152  -0.588  -0.144
Cl  -3.854  1.758  1.423
C  -3.200  0.259  2.032
C  -3.847  -0.407  3.068
C  -3.319  -1.583  3.555
Cl  -4.161  -2.392  4.855
C  -2.122  -2.134  3.062
C  -1.475  -3.311  3.547
C  -0.259  -3.677  2.972
C  0.311  -2.939  1.964
N  -0.281  -1.802  1.457
C  -1.502  -1.438  2.006
C  -2.048  -0.258  1.474
O  -1.353  0.334  0.476
H  -4.756  -0.001  3.488
H  -1.916  -3.884  4.348
H  0.246  -4.576  3.304
H  1.252  -3.225  1.513
C  2.882  1.240  -3.795
N  1.455  1.187  -4.048
C  1.135  0.993  -5.457
C  0.552  0.763  -3.087
N  0.903  0.075  -2.015
C  1.918  -0.923  -2.138
C  1.986  -1.664  -3.287
C  2.914  -2.706  -3.447
C  3.791  -2.989  -2.450
C  3.755  -2.269  -1.230
C  4.698  -2.589  -0.224
C  4.689  -1.947  0.973
C  3.721  -0.959  1.224
C  2.792  -0.600  0.282
N  1.786  0.331  0.669
C  2.127  1.379  1.405
N  1.394  1.774  2.454
C  0.535  0.855  3.194
C  1.220  3.179  2.799
N  3.239  2.119  1.119
C  3.788  2.094  -0.219
C  4.148  2.552  2.166
C  2.791  -1.237  -1.021
N  -0.707  1.180  -3.272
C  -1.031  2.437  -3.937
C  -1.866  0.547  -2.648
H  3.400  0.353  -4.169
H  3.075  1.312  -2.729
H  3.297  2.120  -4.295
H  1.732  0.168  -5.860
H  1.356  1.892  -6.038
H  0.083  0.751  -5.576
H  1.256  -1.478  -4.065
H  2.912  -3.289  -4.359
H  4.521  -3.781  -2.559
H  5.423  -3.368  -0.429
H  5.401  -2.209  1.745
H  3.669  -0.494  2.202
H  -0.516  1.100  3.041
H  0.765  0.945  4.257
H  0.711  -0.164  2.869
H  1.787  3.806  2.118
H  1.544  3.365  3.826
H  0.164  3.433  2.704
H  2.982  1.837  -0.902
H  4.596  1.363  -0.326
H  4.172  3.086  -0.469
H  3.715  2.354  3.142
H  4.363  3.620  2.088
H  5.090  2.001  2.080
H  -0.133  2.952  -4.262
H  -1.566  3.068  -3.225
H  -1.676  2.257  -4.800
H  -1.616  -0.437  -2.265
H  -2.635  0.432  -3.417
H  -2.251  1.165  -1.836
C  -1.070  6.398  -0.261
N  0.019  5.867  -1.061
C  0.321  4.548  -1.188
Se  -0.482  3.106  -0.398
N  1.375  4.493  -2.048
C  1.757  5.764  -2.466
C  2.757  6.216  -3.307
C  2.852  7.588  -3.492
C  1.976  8.471  -2.854
C  0.976  8.010  -2.009
C  0.887  6.642  -1.831
H  -1.600  5.558  0.177
H  -1.746  6.973  -0.894
H  -0.680  7.039  0.530
H  1.774  3.611  -2.327
H  3.434  5.532  -3.802
H  3.621  7.982  -4.143
H  2.080  9.535  -3.020
H  0.298  8.691  -1.513
C  -4.119  -2.355  -2.535
S  -3.824  -1.871  -0.820
C  -2.941  -3.288  -0.275
C  -1.655  -3.582  -0.548
S  -0.495  -2.668  -1.501
S  -1.126  -5.126  0.053
C  -2.567  -5.622  0.846
S  -2.716  -7.037  1.680
S  -3.821  -4.457  0.671
H  -4.684  -1.547  -3.002
H  -4.705  -3.271  -2.578
H  -3.167  -2.488  -3.050

Orbital gap (spin up / spin down) in eV: 4.45 / 6.65
LUMO energy (spin up / spin down) in eV: -0.092 / -0.092
E_tot in eV: -226392.3743
Spin multiplicity: 3
Energy relative to the best compared isomer or geometry (same formula, charge and spin) in kJ/mol: 67.6


(2)
Entry from the Open Molecules 2025 dataset: C38H98BMnO20 as an isolated structure (ωB97M-V/def2-TZVPD).

Cartesian coordinates (Å):
Mn  0.403  1.204  -2.276
O  1.541  0.997  -0.566
C  1.082  -0.147  0.083
C  -0.374  -0.619  -0.292
O  -0.794  -0.350  -1.582
H  1.203  -0.116  1.183
H  1.733  -0.993  -0.251
H  -1.080  -0.253  0.485
H  -0.353  -1.722  -0.144
B  -1.322  2.799  -2.641
H  -1.728  3.842  -3.041
H  -2.134  2.087  -2.152
H  -0.676  2.265  -3.465
H  -0.505  2.984  -1.805
C  -8.831  -3.138  1.377
O  -7.463  -2.850  1.241
C  -6.674  -3.806  1.928
C  -5.216  -3.586  1.578
O  -4.869  -2.263  1.857
C  -3.499  -2.010  1.596
H  -9.409  -2.281  1.043
H  -9.079  -3.317  2.434
H  -9.126  -4.036  0.820
H  -6.975  -4.822  1.648
H  -6.835  -3.647  3.003
H  -5.106  -3.812  0.506
H  -4.602  -4.301  2.141
H  -3.338  -2.106  0.520
H  -2.795  -2.613  2.184
H  -3.291  -0.995  1.933
C  0.422  0.046  6.990
O  -0.311  0.249  5.800
C  0.448  0.923  4.808
C  -0.357  0.927  3.512
O  -1.477  1.805  3.539
C  -2.598  1.300  4.231
H  -0.205  -0.569  7.635
H  0.579  0.980  7.545
H  1.380  -0.429  6.765
H  1.405  0.414  4.642
H  0.579  1.974  5.078
H  -0.635  -0.097  3.239
H  0.274  1.353  2.731
H  -3.364  2.081  4.213
H  -2.410  1.051  5.272
H  -3.045  0.444  3.710
C  1.511  4.546  4.587
O  2.204  4.712  3.380
C  2.213  3.576  2.550
C  3.218  3.775  1.435
O  4.543  3.761  1.924
C  5.498  3.891  0.913
H  0.438  4.382  4.433
H  1.584  5.457  5.181
H  1.956  3.727  5.164
H  1.281  3.275  2.058
H  2.590  2.740  3.161
H  2.979  4.728  0.942
H  3.069  2.937  0.741
H  5.496  4.909  0.503
H  5.444  3.171  0.087
H  6.490  3.701  1.327
C  7.719  -3.320  -1.287
O  7.861  -1.926  -1.210
C  7.029  -1.270  -2.147
C  7.112  0.227  -1.884
O  6.338  0.702  -0.822
C  4.932  0.672  -1.092
H  8.579  -3.817  -0.831
H  7.646  -3.707  -2.308
H  6.848  -3.667  -0.716
H  6.002  -1.638  -2.069
H  7.346  -1.457  -3.182
H  6.868  0.781  -2.809
H  8.158  0.491  -1.715
H  4.768  1.335  -1.949
H  4.386  1.130  -0.272
H  4.659  -0.370  -1.237
C  3.102  -4.267  -4.471
O  3.911  -3.673  -3.474
C  3.187  -3.018  -2.453
C  2.616  -3.951  -1.400
O  1.450  -4.567  -1.907
C  0.882  -5.429  -0.967
H  2.066  -3.926  -4.415
H  3.103  -5.356  -4.388
H  3.494  -3.988  -5.453
H  2.374  -2.413  -2.860
H  3.863  -2.341  -1.928
H  2.385  -3.362  -0.502
H  3.381  -4.688  -1.118
H  1.616  -6.149  -0.576
H  0.128  -6.085  -1.411
H  0.389  -4.941  -0.122
C  -7.354  0.986  -6.358
O  -6.798  0.443  -5.182
C  -6.511  -0.934  -5.283
C  -5.236  -1.296  -4.502
O  -5.057  -0.441  -3.411
C  -3.866  -0.768  -2.691
H  -8.411  0.702  -6.424
H  -6.829  0.644  -7.257
H  -7.255  2.069  -6.319
H  -6.333  -1.191  -6.334
H  -7.350  -1.536  -4.915
H  -4.380  -1.251  -5.189
H  -5.358  -2.327  -4.137
H  -2.968  -0.541  -3.265
H  -3.893  -1.790  -2.304
H  -3.880  -0.058  -1.866
C  -2.486  2.714  0.659
O  -2.771  3.789  -0.210
C  -2.600  5.036  0.410
C  -3.828  5.555  1.131
O  -4.145  4.743  2.245
C  -5.317  5.165  2.887
H  -2.599  1.751  0.165
H  -3.160  2.682  1.521
H  -1.488  2.782  1.106
H  -2.376  5.758  -0.383
H  -1.716  5.037  1.059
H  -4.675  5.673  0.444
H  -3.622  6.573  1.509
H  -5.210  6.176  3.309
H  -5.539  4.450  3.676
H  -6.167  5.219  2.194
C  0.582  -0.602  -4.818
O  1.286  0.353  -4.032
C  1.977  1.244  -4.916
C  2.722  2.290  -4.101
O  1.882  2.757  -3.077
C  2.478  3.806  -2.345
H  1.260  -1.320  -5.288
H  -0.017  -0.113  -5.591
H  -0.095  -1.142  -4.155
H  1.237  1.755  -5.539
H  2.676  0.697  -5.552
H  2.998  3.128  -4.760
H  3.695  1.936  -3.737
H  2.581  4.686  -2.994
H  3.465  3.521  -1.969
H  1.829  4.098  -1.525
C  4.115  -3.789  3.703
O  3.148  -3.656  4.709
C  2.492  -2.417  4.656
C  1.599  -2.180  3.458
O  0.621  -3.178  3.368
C  0.065  -3.275  2.084
H  4.536  -4.794  3.705
H  4.943  -3.082  3.849
H  3.711  -3.634  2.697
H  3.219  -1.589  4.646
H  1.887  -2.305  5.556
H  2.137  -2.076  2.500
H  1.174  -1.166  3.526
H  -0.462  -2.362  1.781
H  -0.685  -4.066  2.067
H  0.843  -3.481  1.343

Total charge: -1
Orbital gap (spin up / spin down) in eV: 6.40 / 6.77
LUMO energy (spin up / spin down) in eV: 2.217 / 2.214
E_tot in eV: -113930.9844
Spin multiplicity: 6
Energy relative to the best compared isomer or geometry (same formula, charge and spin) in kJ/mol: 0.0


Among the records above, which one has the highest spin multiplicity?
C38H98BMnO20